# 1
{"formula": "C4H8O3", "method": "ωB97M-V with the def2-TZVPD basis set", "relative_energy_kj_mol": 464.89, "multiplicity": 1, "species": ["C", "O", "C", "C", "O", "O", "C", "H", "H", "H", "H", "H", "H", "H", "H"], "positions_angstrom": [[1.61482, 0.95488, -1.77468], [0.40057, 1.42180, -1.84589], [-0.39321, 1.75908, -0.88273], [-0.30160, -1.08250, -0.13735], [-1.31276, -1.68788, -0.38445], [0.13569, -0.79436, 1.09930], [-0.70240, -1.27829, 2.15035], [2.09287, 0.78904, -2.72750], [0.43853, -0.72796, -0.87859], [2.13126, 0.97622, -0.82011], [-0.02318, 1.76762, 0.13721], [-1.37290, 2.09173, -1.18896], [-1.71050, -0.86573, 2.06037], [-0.76334, -2.36890, 2.11360], [-0.23384, -0.95474, 3.07944]], "atomic_forces_ev_per_a": [[0.576, -0.092, 0.117], [-0.139, 0.048, -0.696], [-0.363, 0.215, 0.598], [-0.255, -0.280, -0.128], [0.452, 0.277, 0.117], [-0.005, -0.033, -0.174], [-0.129, -0.082, 0.245], [-0.057, 0.022, 0.132], [-0.162, -0.105, 0.091], [-0.054, -0.004, -0.125], [-0.051, 0.016, -0.137], [0.135, -0.041, 0.047], [0.136, -0.043, 0.018], [-0.008, 0.141, 0.012], [-0.076, -0.038, -0.119]]}

***

# 2
{"formula": "C4H8O3", "method": "ωB97M-V with the def2-TZVPD basis set", "relative_energy_kj_mol": 139.46, "multiplicity": 1, "smiles": "COCC(=O)OC", "species": ["C", "O", "C", "C", "O", "O", "C", "H", "H", "H", "H", "H", "H", "H", "H"], "positions_angstrom": [[1.62504, 1.58775, 0.88842], [0.66961, 2.00731, -0.06363], [-0.38621, 1.11191, -0.22244], [0.07971, -0.27056, -0.65827], [1.16428, -0.51746, -1.12690], [-0.86184, -1.20221, -0.44988], [-0.44725, -2.50910, -0.85782], [2.37179, 2.37757, 0.97142], [2.12016, 0.66442, 0.58995], [1.16905, 1.42040, 1.87244], [-1.00824, 1.02184, 0.68431], [-1.01599, 1.51463, -1.02297], [-0.19360, -2.50312, -1.92037], [0.43634, -2.81282, -0.28980], [-1.28825, -3.17112, -0.65816]], "atomic_forces_ev_per_a": [[0.210, 0.013, 0.334], [0.041, 0.006, -0.054], [-0.115, -0.004, -0.070], [0.388, -0.018, -0.086], [-0.485, 0.119, 0.085], [0.078, 0.164, -0.027], [0.015, -0.270, -0.078], [-0.126, -0.028, -0.015], [0.048, 0.047, -0.089], [-0.089, 0.129, -0.007], [0.180, -0.046, -0.136], [-0.017, -0.102, 0.117], [-0.060, -0.080, 0.133], [-0.166, -0.012, -0.088], [0.097, 0.084, -0.021]]}

***

# 3
{"formula": "C4H8O3", "method": "ωB97M-V with the def2-TZVPD basis set", "relative_energy_kj_mol": 366.18, "multiplicity": 1, "smiles": "CC(=O)COC=O.[H][H]", "species": ["C", "C", "O", "C", "O", "C", "O", "H", "H", "H", "H", "H", "H", "H", "H"], "positions_angstrom": [[0.71537, 0.90828, -1.56673], [0.92512, -0.24672, -0.64145], [1.96161, -0.89168, -0.58293], [-0.18500, -0.60715, 0.23880], [-1.24115, 0.29018, 0.47818], [-2.24216, -0.15207, 1.29370], [-2.25481, -1.19041, 1.89001], [1.18081, 1.73400, -1.01886], [-0.32526, 1.17202, -1.77189], [1.25783, 0.73057, -2.49342], [-0.23825, -1.21200, -0.83595], [-0.03952, -1.31336, 1.05615], [-3.04498, 0.60008, 1.31504], [2.01180, -0.08335, 1.09535], [1.51859, 0.26160, 1.54400]], "atomic_forces_ev_per_a": [[0.137, 0.156, -0.157], [1.142, 0.906, 0.521], [-0.245, 0.028, -0.864], [-0.399, -1.532, -1.670], [-0.091, -0.161, -0.393], [0.130, -0.349, 0.057], [0.076, 0.517, -0.400], [-0.027, 0.161, -0.240], [0.137, -0.175, 0.158], [0.052, 0.123, 0.051], [-2.053, -0.291, 1.852], [0.274, 0.114, -0.434], [0.235, -0.042, 0.020], [0.138, 0.370, 0.986], [0.494, 0.174, 0.513]]}

***

# 4
{"formula": "C4H8O3", "method": "ωB97M-V with the def2-TZVPD basis set", "relative_energy_kj_mol": 149.96, "multiplicity": 1, "smiles": "O=C(CO)CCO", "species": ["O", "C", "C", "O", "C", "C", "O", "H", "H", "H", "H", "H", "H", "H", "H"], "positions_angstrom": [[0.69659, -1.83168, -0.63932], [0.44909, -0.94495, 0.15682], [1.63807, -0.23768, 0.80504], [2.61775, -0.11964, -0.19150], [-0.94756, -0.43134, 0.34373], [-1.12857, 0.75481, -0.60417], [-2.44024, 1.23040, -0.40199], [1.36609, 0.74869, 1.19604], [2.00368, -0.83785, 1.65557], [2.47039, -0.92950, -0.71992], [-1.65851, -1.21519, 0.07060], [-1.13916, -0.09223, 1.36758], [-0.37684, 1.53196, -0.38365], [-0.96245, 0.41549, -1.63978], [-2.58833, 1.95873, -1.01502]], "atomic_forces_ev_per_a": [[-0.166, 0.285, 0.327], [0.042, -0.274, -0.245], [-0.226, 0.048, 0.166], [0.179, -0.316, -0.107], [-0.069, -0.089, 0.063], [0.385, -0.154, -0.009], [-0.119, 0.266, -0.187], [0.044, -0.093, -0.181], [-0.197, 0.018, -0.074], [0.361, 0.358, -0.009], [0.074, 0.098, 0.088], [0.089, -0.057, -0.098], [-0.185, -0.125, -0.040], [-0.118, 0.079, 0.215], [-0.095, -0.044, 0.090]]}

***

Question: multiplicity of number 2 (C4H8O3)?
Answer: 1

***

Repeat the first record exactly.
{"formula": "C4H8O3", "method": "ωB97M-V with the def2-TZVPD basis set", "relative_energy_kj_mol": 464.89, "multiplicity": 1, "species": ["C", "O", "C", "C", "O", "O", "C", "H", "H", "H", "H", "H", "H", "H", "H"], "positions_angstrom": [[1.61482, 0.95488, -1.77468], [0.40057, 1.42180, -1.84589], [-0.39321, 1.75908, -0.88273], [-0.30160, -1.08250, -0.13735], [-1.31276, -1.68788, -0.38445], [0.13569, -0.79436, 1.09930], [-0.70240, -1.27829, 2.15035], [2.09287, 0.78904, -2.72750], [0.43853, -0.72796, -0.87859], [2.13126, 0.97622, -0.82011], [-0.02318, 1.76762, 0.13721], [-1.37290, 2.09173, -1.18896], [-1.71050, -0.86573, 2.06037], [-0.76334, -2.36890, 2.11360], [-0.23384, -0.95474, 3.07944]], "atomic_forces_ev_per_a": [[0.576, -0.092, 0.117], [-0.139, 0.048, -0.696], [-0.363, 0.215, 0.598], [-0.255, -0.280, -0.128], [0.452, 0.277, 0.117], [-0.005, -0.033, -0.174], [-0.129, -0.082, 0.245], [-0.057, 0.022, 0.132], [-0.162, -0.105, 0.091], [-0.054, -0.004, -0.125], [-0.051, 0.016, -0.137], [0.135, -0.041, 0.047], [0.136, -0.043, 0.018], [-0.008, 0.141, 0.012], [-0.076, -0.038, -0.119]]}